Here is a molecular structure, C5H15InN3O2 in a non-equilibrium geometry from the Open Molecules 2025 dataset. Energies are from wB97M-V/def2-TZVPD.

Each line ends with the natural charge from an NBO analysis.
Element x y z (Å)
In: -0.73238 -1.96557 -2.50640  0.999
C: 0.40751 -0.99598 5.26389  -0.591
C: 0.89412 -0.97134 3.80973  -0.066
C: 1.75112 -2.28991 3.60603  -0.050
O: 2.26472 -2.38833 2.29504  -0.299
C: 3.46328 -3.07403 2.16591  -0.299
N: -0.31229 -0.96474 3.00508  -0.518
H: -0.55245 -1.51080 5.30285  0.234
H: 0.17644 -0.02054 5.69196  0.284
H: 1.16627 -1.44617 5.90399  0.264
H: 1.57736 -0.17546 3.51333  0.260
H: 1.09312 -3.14728 3.74760  0.260
H: 2.57058 -2.27249 4.32456  0.234
H: 4.27256 -2.47299 2.58053  0.253
H: 3.69811 -3.16813 1.10568  0.235
H: 3.50845 -4.10563 2.51499  0.247
H: -1.11999 -1.43160 3.39209  0.405
H: -0.49434 0.02836 3.03163  0.409
C: -2.74249 3.57821 -7.17545  0.707
O: -2.35490 2.45677 -6.86744  -0.415
N: -2.49970 4.11347 -8.30444  -0.647
N: -3.58537 4.31140 -6.47041  -0.638
H: -1.85501 3.74996 -8.99172  0.447
H: -2.87303 5.02574 -8.52466  0.417
H: -3.97850 3.87233 -5.65019  0.439
H: -3.74321 5.26475 -6.76420  0.428

Values from the calculation:
M in Da: 264.01
E_tot in eV: -19132.1795
Net charge: +3
Frontier orbital gap in eV: 1.190
LUMO energy in eV: -15.85

=====

Here is 2 unconnected molecules or ions with the total composition C5H15N2 in a non-equilibrium geometry from the Open Molecules 2025 dataset. Energies are from wB97M-V/def2-TZVPD.

Each line ends with the natural charge from an NBO analysis.
Element x y z (Å)
C: 0.17799 1.18342 -1.34737  -0.661
C: 0.20902 2.65997 -1.00971  -0.297
N: 1.63630 2.94185 -0.67620  -1.104
H: -0.77535 0.97447 -1.87022  0.218
H: 0.96185 0.89285 -2.05083  0.221
H: 0.25847 0.62833 -0.41030  0.228
H: -0.06009 3.27447 -1.88043  0.213
H: -0.40412 2.92525 -0.15434  0.217
H: 1.90112 2.33634 0.09195  0.358
H: 1.85248 3.94282 -0.52814  0.320
H: 2.24630 2.70269 -1.49510  0.285
C: -0.51584 -0.72046 2.33075  -0.535
C: -0.99635 -1.47964 1.33533  0.009
N: -0.38491 -2.60304 0.71320  -0.631
C: -0.61177 -2.74468 -0.71509  -0.402
H: 0.28129 -1.09112 3.01201  0.205
H: -1.11531 0.15715 2.63353  0.210
H: -2.03114 -1.37804 1.02555  0.189
H: 0.55848 -2.78297 1.07565  0.376
H: -0.10370 -3.65687 -1.07944  0.209
H: -1.70310 -2.80337 -0.92869  0.199
H: -0.20521 -1.88533 -1.26364  0.173

Values from the calculation:
M in Da: 103.19
E_tot in eV: -8404.0762
Frontier orbital gap (spin up / spin down) in eV: 4.510 / 9.025
LUMO energy (spin up / spin down) in eV: 0.97 / 0.74
Spin multiplicity: 2

=====

Here is 2 unconnected molecules or ions with the total composition C5H15N2 in a non-equilibrium geometry from the Open Molecules 2025 dataset. Energies are from wB97M-V/def2-TZVPD.

Each line ends with the natural charge from an NBO analysis.
Element x y z (Å)
N: 4.05415 -0.29012 1.42560  -1.125
C: -0.09045 0.42757 -0.04064  -0.105
C: -1.19714 -0.11983 0.76737  -0.263
C: -1.25225 -1.58791 0.53419  -0.614
C: -2.77099 0.58776 0.59401  -0.610
C: 0.18587 0.30543 -1.53168  -0.294
N: 0.88848 1.38866 -2.19589  -0.837
H: 4.87420 -0.06810 0.80740  0.378
H: 3.04245 -0.44444 1.07653  0.389
H: 4.36072 -1.12826 1.94332  0.358
H: 0.13695 1.33581 0.41544  0.164
H: -0.95970 0.13106 1.81014  0.204
H: -0.32673 -2.02891 0.71145  0.211
H: -1.97979 -2.23903 1.04474  0.211
H: -1.53869 -1.67233 -0.55889  0.193
H: -2.65530 1.67952 0.34316  0.214
H: -2.94108 0.07989 -0.41417  0.198
H: -3.44645 0.27702 1.37207  0.218
H: 0.81882 -0.63135 -1.78409  0.198
H: -0.83091 0.03692 -2.07898  0.195
H: 1.36205 1.93571 -1.50724  0.356
H: 0.26577 2.02493 -2.73383  0.362

Values from the calculation:
M in Da: 103.19
E_tot in eV: -8405.0118
Frontier orbital gap (spin up / spin down) in eV: 8.715 / 9.444
LUMO energy (spin up / spin down) in eV: 0.96 / 0.16
Spin multiplicity: 2

=====

Here is a molecular structure, C5H15N2 in a non-equilibrium geometry from the Open Molecules 2025 dataset. Energies are from wB97M-V/def2-TZVPD.

Each line ends with the natural charge from an NBO analysis.
Element x y z (Å)
C: -1.42605 1.60399 1.62115  -0.395
N: -0.45005 0.76570 -1.34942  -0.331
C: -1.62810 0.16086 -1.96496  -0.500
C: -2.13878 0.54839 2.00467  -0.381
N: 0.70792 -1.05171 -0.39662  -0.323
C: 2.12615 -0.76068 -0.44635  -0.283
C: 2.66407 -1.07523 0.96595  -0.604
H: -0.65599 1.42840 0.87547  0.175
H: -1.77267 2.62410 1.71931  0.209
H: 0.16612 1.10587 -2.10019  0.386
H: -2.44841 0.26964 -1.23508  0.259
H: -1.95122 0.67144 -2.86732  0.256
H: -1.58172 -0.92744 -2.01636  0.255
H: -3.14364 0.63706 2.40133  0.208
H: -1.73647 -0.45818 1.96413  0.187
H: 0.39178 -1.77568 -1.04973  0.384
H: 0.04271 -0.13054 -0.74177  0.303
H: 2.64549 -1.35168 -1.20252  0.220
H: 2.26052 0.27092 -0.77956  0.251
H: 3.70059 -0.77394 1.11103  0.256
H: 2.63486 -2.15306 1.11695  0.230
H: 2.05713 -0.58795 1.72592  0.238

Values from the calculation:
M in Da: 103.19
E_tot in eV: -8395.5874
Net charge: +1
Frontier orbital gap in eV: 4.565
LUMO energy in eV: -8.40

=====

Here is 2 unconnected molecules or ions with the total composition C5H15N2 in a non-equilibrium geometry from the Open Molecules 2025 dataset. Energies are from wB97M-V/def2-TZVPD.

Each line ends with the natural charge from an NBO analysis.
Element x y z (Å)
N: 3.76575 2.09527 1.97314  -1.073
C: -0.13673 -0.36413 -0.85136  0.382
C: -0.89766 -0.97648 0.23589  -0.556
C: -2.45684 -0.80212 0.10943  -0.348
C: -3.09772 -0.81666 -1.29110  -0.631
C: 0.77303 0.74227 -0.67373  -0.388
N: 2.08141 0.12379 -0.19598  -0.636
H: 4.36953 1.53152 2.56496  0.367
H: 3.34654 2.84111 2.49816  0.368
H: 3.08547 1.47565 1.57133  0.340
H: -0.10631 -0.95754 -1.76310  0.227
H: -0.64018 -2.03673 0.22474  0.277
H: -0.64991 -0.71701 1.26921  0.259
H: -2.89118 -1.58195 0.72289  0.249
H: -2.62607 0.21335 0.44948  0.223
H: -4.03753 -0.27405 -1.33742  0.250
H: -2.47700 -0.45165 -2.10021  0.198
H: -3.33307 -1.84135 -1.58707  0.228
H: 0.55840 1.46395 0.10890  0.251
H: 1.07050 1.33355 -1.53843  0.263
H: 1.88414 -0.52618 0.56238  0.370
H: 2.41543 -0.47462 -0.95211  0.379

Values from the calculation:
M in Da: 103.19
E_tot in eV: -8399.0817
Net charge: +1
Frontier orbital gap in eV: 5.505
LUMO energy in eV: -6.97

=====

Here is a gas-phase ion, C5H15N2 (charge +1) in a non-equilibrium geometry from the Open Molecules 2025 dataset. Energies are from wB97M-V/def2-TZVPD.

Each line ends with the natural charge from an NBO analysis.
Element x y z (Å)
C: 1.20083 -2.87073 -0.83566  -0.629
C: 1.03599 -1.47867 -1.49490  -0.420
C: -0.11654 -0.72824 -0.63920  -0.235
N: 0.38867 0.54571 -0.13610  -0.554
C: -0.73649 1.59382 -0.28761  -0.224
C: -0.95451 2.10179 1.12661  -0.260
N: -0.76402 1.00029 2.13286  -0.862
H: 1.30841 -2.61090 0.31153  0.190
H: 0.32824 -3.50079 -1.01839  0.231
H: 2.12192 -3.53898 -0.88117  0.258
H: 0.54903 -1.57926 -2.47173  0.231
H: 1.98612 -0.80238 -1.63563  0.209
H: -0.41766 -1.37043 0.18641  0.226
H: -0.98349 -0.64536 -1.25965  0.221
H: 1.10661 0.72832 -0.83636  0.442
H: 0.76223 0.22633 0.81932  0.500
H: -0.47520 2.30859 -1.13125  0.253
H: -1.63984 1.10582 -0.71459  0.221
H: -0.01661 2.78458 1.22044  0.208
H: -1.92886 2.68297 1.25096  0.233
H: -1.54420 0.26442 1.93567  0.359
H: -1.10504 1.41727 3.03164  0.402

Values from the calculation:
M in Da: 103.19
E_tot in eV: -8400.1937
Net charge: +1
Frontier orbital gap in eV: 11.624
LUMO energy in eV: -2.87
SMILES: CCC[NH2+]CCN

=====

Here is a gas-phase ion, C5H15N2 (charge +2) in a non-equilibrium geometry from the Open Molecules 2025 dataset. Energies are from wB97M-V/def2-TZVPD.

Each line ends with the natural charge from an NBO analysis.
Element x y z (Å)
C: -0.89318 0.12288 -0.56866  -0.316
N: 0.01325 -0.24428 -1.73970  -0.105
C: -0.25170 0.63448 -2.92486  -0.502
C: -0.38792 0.05434 0.83902  -0.072
N: 1.02995 -0.28318 0.97529  -0.492
C: 1.21488 -1.77126 1.46445  -0.441
C: -0.64602 1.30843 1.65602  -0.620
H: -1.88157 -0.31864 -0.62964  0.317
H: -1.07763 1.28302 -0.54217  0.262
H: -0.12775 -1.15712 -2.09569  0.425
H: -0.53084 1.69851 -2.58762  0.261
H: 0.61200 0.78806 -3.58040  0.314
H: -1.10822 0.31123 -3.51791  0.320
H: -0.78466 -0.77318 1.40970  0.242
H: 1.76688 0.27267 1.38752  0.470
H: 1.30731 -0.35427 0.04466  0.410
H: 1.90956 -2.22855 0.81751  0.247
H: 1.91057 -1.73421 2.34414  0.269
H: 0.36634 -2.32488 1.74604  0.258
H: -1.71993 1.37485 1.99252  0.276
H: -0.07986 1.27932 2.55422  0.259
H: -0.64144 2.06179 0.95558  0.219

Values from the calculation:
M in Da: 103.19
E_tot in eV: -8386.5607
Net charge: +2
Frontier orbital gap (spin up / spin down) in eV: 13.210 / 7.247
LUMO energy (spin up / spin down) in eV: -7.20 / -13.16
Spin multiplicity: 2

=====

Here is a gas-phase ion, C5H15N2O (charge +1) from the Open Molecules 2025 dataset. Energies are from wB97M-V/def2-TZVPD.

Each line ends with the natural charge from an NBO analysis.
Element x y z (Å)
C: 1.45212 -1.42032 2.47850  -0.634
C: -0.05898 -1.52138 2.33005  -0.219
N: -0.61274 -0.99095 1.06446  -0.668
C: 0.31208 -0.66553 -0.02746  -0.247
C: -0.38804 0.28310 -0.98615  -0.069
N: -1.02625 1.34831 -0.15503  -0.685
C: 0.52448 0.98595 -1.97263  -0.081
O: -0.34753 1.82775 -2.73004  -0.745
H: 1.74704 -1.64996 3.50995  0.246
H: 1.98529 -2.10062 1.80911  0.216
H: 1.84753 -0.40894 2.33315  0.199
H: -0.31514 -2.56846 2.42460  0.201
H: -0.53185 -1.00376 3.15279  0.199
H: -1.28630 -1.64020 0.67370  0.376
H: 0.68240 -1.53312 -0.56542  0.217
H: 1.16167 -0.12523 0.37489  0.211
H: -1.19850 -0.12187 -1.57678  0.232
H: -1.66433 1.90974 -0.71914  0.456
H: -1.54180 0.86492 0.59584  0.467
H: -0.35608 1.95156 0.33021  0.434
H: 1.25564 1.63242 -1.47523  0.178
H: 1.03495 0.28526 -2.63318  0.212
H: 0.06198 2.04285 -3.58345  0.503

Values from the calculation:
M in Da: 119.19
E_tot in eV: -10449.4452
Net charge: +1
Frontier orbital gap in eV: 10.244
LUMO energy in eV: -3.01
SMILES: CCNC[C@@H]([NH3+])CO

=====

Here is a gas-phase ion, C5H15N2O (charge +1) in a non-equilibrium geometry from the Open Molecules 2025 dataset. Energies are from wB97M-V/def2-TZVPD.

Each line ends with the natural charge from an NBO analysis.
Element x y z (Å)
C: -0.28998 1.47188 -1.48498  -0.623
C: 0.09337 0.57680 -0.26660  -0.052
C: -0.83155 0.95926 0.84265  -0.672
C: 1.59928 0.79667 0.21483  -0.094
O: 1.87898 0.03796 1.40268  -0.688
C: -0.02674 -1.06525 -0.52984  0.122
N: -1.32638 -1.37622 -0.79518  -0.854
N: 0.30737 -1.92502 0.78277  -0.769
H: 0.04635 0.95442 -2.45408  0.218
H: -1.40764 1.49608 -1.49465  0.239
H: 0.12763 2.45773 -1.56619  0.247
H: -0.64264 0.72645 1.84072  0.199
H: -1.76741 0.51931 0.59418  0.232
H: -1.13976 2.10331 0.86463  0.253
H: 2.30122 0.54390 -0.46289  0.196
H: 1.74521 1.88775 0.21321  0.205
H: 1.36425 0.48774 2.09458  0.495
H: 0.49531 -1.20473 -1.54083  0.252
H: -1.57479 -1.97506 -1.51690  0.397
H: -1.97599 -1.63901 -0.05656  0.373
H: -0.47491 -2.37483 1.19114  0.424
H: 0.95869 -1.16641 1.32202  0.472
H: 0.80950 -2.75199 0.50814  0.429

Values from the calculation:
M in Da: 119.19
E_tot in eV: -10447.6762
Net charge: +1
Frontier orbital gap in eV: 10.683
LUMO energy in eV: -3.10
SMILES: CC(C)(CO)[C@H](N)[NH3+]

=====

Here is 3 unconnected molecules or ions with the total composition C5H15N2O in a non-equilibrium geometry from the Open Molecules 2025 dataset. Energies are from wB97M-V/def2-TZVPD.

Each line ends with the natural charge from an NBO analysis.
Element x y z (Å)
C: -2.50588 -1.82125 -0.25274  -0.607
C: -1.50028 -0.67612 -0.18860  -0.391
C: -0.03000 -1.11484 0.05501  -0.476
C: 0.92541 0.07591 0.12125  0.352
C: 1.99659 0.17076 1.02037  0.135
N: 3.17238 0.76454 0.50807  -0.722
N: 0.99625 0.93912 -1.03403  -0.752
H: -3.53833 -1.45271 -0.15828  0.241
H: -2.41955 -2.33406 -1.19660  0.217
H: -2.33867 -2.54458 0.59639  0.209
H: -1.69818 -0.08361 0.71325  0.203
H: -1.63725 0.01441 -1.04499  0.235
H: -0.03967 -1.61299 1.03947  0.235
H: 0.36458 -1.79090 -0.68180  0.267
H: 1.90091 0.05247 2.08842  0.265
H: 2.90514 -0.11150 -0.25139  0.400
H: 3.92914 0.64993 1.14944  0.420
H: 1.58151 1.76561 -0.69669  0.392
H: 1.44921 0.56014 -1.82787  0.431
H: 2.53509 -1.30059 -1.17825  -0.056
H: -1.29708 3.00226 0.63446  0.458
H: -2.54945 3.86686 0.31765  0.484
O: -2.20188 2.98115 0.26749  -0.940

Values from the calculation:
M in Da: 119.19
E_tot in eV: -10441.3841
Net charge: +1
Frontier orbital gap in eV: 4.966
LUMO energy in eV: -8.33

=====

Record-wise energy above the lowest of the compared OMol25 structures with the same formula, charge and spin values, in kJ/mol: 39.23; 254.93; 164.65; 684.00; 346.85; 239.55; 361.73; 107.64; 278.33; 885.42